(1)
This record from the Open Molecules 2025 dataset describes a structure of composition C43H43AsO6P2S6Tc at a distorted geometry. The level of theory is wB97M-V/def2-TZVPD.

Properties
net charge	+3
gap between HOMO and LUMO (alpha / beta)	4.18 / 4.18	eV

Each line ends with the Mulliken charge.
Positions of all 102 atoms, in Å:
Tc 0.90395 -0.79205 1.24746  -0.116
O 2.21982 0.51369 1.85600  0.324
S 3.01858 1.75215 2.35865  0.487
C 2.63055 1.90061 4.13392  -1.129
C 1.20664 2.40852 4.34600  -0.498
C 0.20557 1.25728 4.44659  0.003
C -1.22642 1.66077 4.14703  -1.173
S -1.60258 1.68388 2.33758  0.437
O -0.61700 0.75275 1.65049  0.365
C -1.02591 3.33902 1.92745  0.411
C 0.05664 3.49769 1.07964  -0.035
C 0.46184 4.77785 0.73029  -1.122
C -0.22324 5.88032 1.22305  -0.756
C -1.31670 5.70853 2.06216  -0.854
C -1.73067 4.43247 2.41273  -0.792
C 4.70876 1.16430 2.48091  0.863
C 5.63381 1.91428 3.19861  -0.585
C 6.93959 1.46103 3.27813  -0.736
C 7.31339 0.28435 2.64077  -0.583
C 6.38642 -0.43128 1.89875  -0.798
C 5.07996 0.01892 1.79882  -0.444
H 3.35886 2.62392 4.50270  0.620
H 2.82449 0.93480 4.60412  0.556
H 0.94303 3.07623 3.52447  0.028
H 1.17548 3.00566 5.25807  0.529
H 0.24524 0.82358 5.44726  0.740
H 0.49159 0.46842 3.75548  -0.596
H -1.47025 2.65617 4.51954  0.605
H -1.92971 0.94401 4.57115  0.563
H 0.57396 2.62853 0.69866  0.770
H 1.30855 4.91306 0.07044  0.556
H 0.09362 6.87776 0.95066  0.455
H -1.84934 6.56932 2.44209  0.476
H -2.59107 4.29541 3.05839  0.602
H 5.35752 2.84021 3.68690  0.436
H 7.66450 2.03420 3.83901  0.434
H 8.33470 -0.06312 2.71274  0.432
H 6.67526 -1.34290 1.39465  0.478
H 4.36027 -0.51938 1.20147  0.222
O -0.51722 -1.69083 0.24977  1.574
P -1.45046 -2.45527 -0.70332  0.730
C -1.06635 -1.92688 -2.44772  -1.488
P -0.87700 -0.15907 -2.83087  0.910
O 0.34427 0.48172 -1.96894  0.004
C -2.27770 0.78510 -2.28266  0.848
C -2.10378 2.07179 -1.77411  -0.790
C -3.21502 2.80772 -1.40090  -0.546
C -4.49007 2.27351 -1.53923  -0.691
C -4.65971 0.99232 -2.04964  -0.785
C -3.55945 0.25077 -2.43874  -0.520
C -0.49466 0.04183 -4.55940  0.431
C 0.56709 -0.62358 -5.18622  -0.327
C 0.78264 -0.41794 -6.53704  -0.919
C -0.06366 0.40870 -7.26926  -0.554
C -1.13526 1.04030 -6.65349  -0.877
C -1.35127 0.86565 -5.29796  -0.562
C -1.15073 -4.21263 -0.69076  0.750
C -0.86380 -4.93826 -1.84918  -0.490
C -0.68098 -6.30732 -1.76523  -0.866
C -0.79775 -6.94942 -0.53930  -0.564
C -1.08454 -6.22734 0.61247  -0.788
C -1.26573 -4.85876 0.54165  -0.659
C -3.11383 -2.09302 -0.16351  0.646
C -3.30212 -1.13925 0.83565  0.293
C -4.57321 -0.93288 1.34375  -0.499
C -5.64445 -1.67367 0.85992  -0.633
C -5.45003 -2.63106 -0.12851  -0.852
C -4.18263 -2.85138 -0.64000  -0.568
H -1.85728 -2.30226 -3.10350  0.983
H -0.12682 -2.41353 -2.72177  0.859
H -1.11273 2.49924 -1.68783  0.460
H -3.09170 3.81335 -1.02086  0.550
H -5.35658 2.85763 -1.25996  0.470
H -5.65213 0.57677 -2.15864  0.505
H -3.69906 -0.72894 -2.87937  0.430
H 1.22298 -1.28845 -4.64240  0.491
H 1.60586 -0.91593 -7.03081  0.457
H 0.11181 0.55667 -8.32618  0.447
H -1.80694 1.66238 -7.22843  0.459
H -2.17617 1.36413 -4.80479  0.459
H -0.78753 -4.45286 -2.81377  0.385
H -0.44772 -6.87179 -2.65744  0.462
H -0.67148 -8.02208 -0.48308  0.450
H -1.16301 -6.73487 1.56265  0.542
H -1.49970 -4.29041 1.43547  0.438
H -2.45634 -0.57956 1.21472  -0.351
H -4.72958 -0.20951 2.13280  0.484
H -6.63352 -1.51679 1.26897  0.482
H -6.28522 -3.22016 -0.48185  0.483
H -4.02505 -3.61956 -1.38895  0.526
S 1.90865 -5.43796 2.65500  -0.253
As 2.40972 -3.42604 2.72630  0.134
S 2.45263 -2.33090 0.68207  -0.261
S 0.65742 -1.97270 3.17171  -0.288
S 4.03849 -2.96507 3.93862  -0.255
C 3.81048 0.98192 -2.53444  -0.859
O 2.41635 1.15930 -2.17344  -0.327
C 1.64952 0.11058 -2.25585  0.681
O 1.94876 -1.02915 -2.47334  -0.451
H 4.35064 1.80383 -2.07676  0.286
H 3.90418 1.04205 -3.61674  0.344
H 4.17877 0.01881 -2.18814  0.393

---

(2)
This record from the Open Molecules 2025 dataset describes a structure of composition C43H43BrClN2NiO2P. The level of theory is wB97M-V/def2-TZVPD.

Properties
<S²>	2.007
net charge	0
gap between HOMO and LUMO (alpha / beta)	6.19 / 6.16	eV
spin multiplicity	3

Each line ends with the natural charge from an NBO analysis.
Positions of all 94 atoms, in Å:
Ni -0.19238 0.02305 0.43597  1.424
Cl 3.96841 -0.23729 6.23372  -0.017
C 2.71752 0.01878 5.04910  -0.122
C 1.36866 -0.06860 5.44350  -0.171
C 0.36565 0.12802 4.53986  -0.265
C 0.63493 0.40590 3.16803  0.442
O -0.34209 0.55844 2.35183  -0.800
C 2.01194 0.50110 2.79341  -0.271
C 2.42416 0.85394 1.47976  0.215
N 1.63222 0.97149 0.46142  -0.614
C 2.11766 1.38790 -0.78536  0.129
C 3.23988 2.14377 -1.00742  -0.226
C 3.63347 2.48043 -2.32077  -0.190
C 2.90199 2.07849 -3.39986  -0.190
C 1.71778 1.32571 -3.20607  -0.106
C 0.90470 0.86745 -4.26812  -0.104
C -0.21412 0.13784 -3.99658  -0.264
C -0.53986 -0.12697 -2.65191  0.102
N 0.18392 0.28911 -1.64474  -0.531
C 1.31886 0.99903 -1.89975  0.220
C 3.03110 0.30536 3.75631  -0.104
H 1.13828 -0.30153 6.47486  0.226
H -0.67185 0.04256 4.83305  0.226
H 3.49475 1.02559 1.34017  0.174
H 3.82901 2.49917 -0.17260  0.219
H 4.52917 3.06998 -2.46289  0.221
H 3.20735 2.33198 -4.40669  0.216
H 1.18621 1.09945 -5.28798  0.220
H -0.85604 -0.23434 -4.78184  0.230
H -1.42816 -0.69879 -2.41003  0.211
H 4.06816 0.38212 3.45256  0.210
C 3.55317 -6.57847 3.38980  -0.602
C 2.04694 -6.33725 3.53261  -0.071
C 1.30121 -7.58350 3.03424  -0.593
C 1.74184 -6.13479 5.02137  -0.598
C 1.59163 -5.13093 2.71460  -0.068
C 0.41263 -4.46029 3.01017  -0.175
C 0.00891 -3.39502 2.23323  -0.188
Br -1.61143 -2.53310 2.74937  0.011
C 0.71607 -2.90319 1.11761  0.395
O 0.32118 -1.84535 0.46676  -0.921
C 1.89033 -3.63209 0.77718  -0.105
C 2.28585 -4.69127 1.59081  -0.204
C 2.85497 -3.25804 -0.36448  -0.056
C 3.43998 -4.52445 -1.01592  -0.601
C 2.23970 -2.43489 -1.49842  -0.593
C 4.00033 -2.43372 0.24291  -0.592
H 3.86573 -7.36449 4.07945  0.207
H 4.12419 -5.67698 3.61826  0.213
H 3.82110 -6.90538 2.38410  0.203
H 1.64871 -8.47896 3.55532  0.200
H 1.46152 -7.72371 1.96394  0.209
H 0.22753 -7.48389 3.20275  0.208
H 2.11864 -6.98224 5.59791  0.203
H 0.67142 -6.06351 5.21323  0.204
H 2.21465 -5.22659 5.39892  0.215
H -0.20438 -4.74450 3.85076  0.210
H 3.20729 -5.19405 1.33721  0.203
H 2.64742 -5.22044 -1.29560  0.213
H 4.13912 -5.05177 -0.36671  0.201
H 3.98860 -4.25115 -1.91932  0.203
H 1.38084 -2.93882 -1.94625  0.205
H 2.99974 -2.29060 -2.27248  0.190
H 1.90732 -1.46699 -1.14666  0.213
H 4.52758 -3.00209 1.01088  0.209
H 3.60788 -1.52729 0.71133  0.201
H 4.71972 -2.14276 -0.52772  0.198
C -3.48658 0.43469 1.76362  -0.934
P -2.57313 -0.11426 0.28364  0.829
C -3.34980 -1.66770 -0.23105  -0.394
C -2.53687 -2.69284 -0.70654  -0.128
C -3.09971 -3.89483 -1.11255  -0.216
C -4.47044 -4.08453 -1.02927  -0.196
C -5.28417 -3.07237 -0.53712  -0.215
C -4.72604 -1.86764 -0.14022  -0.197
C -3.11457 1.10556 -0.96788  -0.256
C -2.54960 2.37879 -0.87770  -0.235
C -2.83493 3.34903 -1.82354  -0.196
C -3.67997 3.05320 -2.88551  -0.211
C -4.23974 1.78988 -2.98768  -0.207
C -3.96234 0.81998 -2.03235  -0.244
H -4.50357 0.73449 1.51206  0.226
H -2.94756 1.27379 2.20065  0.262
H -3.49908 -0.37154 2.49308  0.255
H -1.45890 -2.56686 -0.69458  0.240
H -2.45939 -4.69224 -1.46640  0.218
H -4.90626 -5.02796 -1.33168  0.215
H -6.35253 -3.22382 -0.45797  0.216
H -5.36783 -1.08446 0.24349  0.212
H -1.86710 2.61173 -0.06553  0.217
H -2.38936 4.33150 -1.73926  0.217
H -3.89603 3.80554 -3.63237  0.216
H -4.89631 1.55358 -3.81504  0.216
H -4.39821 -0.16619 -2.12834  0.227

---

Computed values of E_tot (unit: eV) for the preceding records, in sequence: -204177.255, -185264.068.